[1]
{
  "formula": "C8H18N5S",
  "method": "ωB97M-V with the def2-TZVPD basis set",
  "max_force_ha_per_bohr": 0.0814,
  "smiles": "CC/N=C1\\N[N@@H+](SC)NC\\C1=N/CC",
  "total_charge": 1,
  "e_lumo_ev": -4.45,
  "gap_ev": 8.07,
  "homo_energy_ha": -0.460,
  "relative_energy_ev": 4.780,
  "species": ["C", "C", "C", "C", "C", "C", "C", "C", "N", "N", "N", "N", "N", "S", "H", "H", "H", "H", "H", "H", "H", "H", "H", "H", "H", "H", "H", "H", "H", "H", "H", "H"],
  "coordinates": [[0.11, -0.87, 0.85], [-0.15, 0.24, -0.16], [-0.52, -2.16, 0.59], [1.12, -0.21, 4.11], [1.26, 3.55, -0.53], [-0.86, -0.71, -3.87], [1.25, -1.23, 2.96], [0.40, 2.40, -1.00], [0.89, -0.44, 1.79], [0.51, 1.28, -0.17], [-1.25, 0.07, -1.12], [-1.04, -2.30, -0.74], [-1.77, -1.29, -1.32], [-2.12, -1.71, -3.17], [0.26, -2.98, 0.80], [-1.26, -2.39, 1.39], [1.74, 0.71, 4.03], [0.03, 0.26, 4.00], [1.18, -0.79, 5.03], [0.92, 4.55, -0.93], [1.22, 3.76, 0.50], [2.36, 3.49, -0.79], [-0.98, -0.98, -4.84], [0.10, -0.99, -3.39], [-1.11, 0.36, -3.71], [0.66, -2.16, 3.17], [2.45, -1.32, 2.79], [0.42, 2.24, -2.04], [-0.65, 2.75, -0.70], [-1.94, 0.82, -1.12], [-0.45, -2.68, -1.46], [-2.77, -1.25, -0.94]],
  "nbo_charge": [0.145, 0.367, -0.332, -0.601, -0.612, -0.765, -0.276, -0.253, -0.292, -0.346, -0.529, -0.444, -0.157, 0.460, 0.278, 0.240, 0.238, 0.199, 0.221, 0.220, 0.226, 0.218, 0.257, 0.244, 0.250, 0.188, 0.236, 0.205, 0.178, 0.415, 0.400, 0.424]
}

***

[2]
{
  "formula": "C7H11N4",
  "method": "ωB97M-V with the def2-TZVPD basis set",
  "max_force_ha_per_bohr": 0.0648,
  "smiles": "CC1=N[N@@H+](C)C2=CN=CCN21",
  "total_charge": 1,
  "e_lumo_ev": -3.64,
  "gap_ev": 8.96,
  "homo_energy_ha": -0.463,
  "relative_energy_ev": 2.909,
  "species": ["C", "C", "C", "C", "C", "C", "C", "N", "N", "N", "N", "H", "H", "H", "H", "H", "H", "H", "H", "H", "H", "H"],
  "coordinates": [[-1.64, 1.41, 0.23], [-2.66, -0.62, -0.19], [-0.47, 0.79, 0.33], [1.05, -0.86, 0.13], [-1.43, -1.45, 0.14], [1.56, -2.23, -0.07], [1.37, 2.39, -0.50], [-2.74, 0.64, -0.13], [1.82, 0.16, 0.28], [-0.28, -0.57, 0.18], [1.04, 1.33, 0.46], [-1.82, 2.46, 0.36], [-3.54, -1.16, -0.51], [-1.58, -1.95, 1.11], [-1.29, -2.22, -0.62], [1.23, -2.88, 0.74], [2.64, -2.21, -0.10], [1.18, -2.64, -1.01], [1.23, 2.02, -1.52], [0.73, 3.26, -0.33], [2.42, 2.66, -0.36], [1.18, 1.68, 1.41]],
  "nbo_charge": [-0.100, 0.157, 0.305, 0.491, -0.287, -0.677, -0.414, -0.377, -0.338, -0.424, -0.219, 0.240, 0.214, 0.229, 0.239, 0.259, 0.274, 0.256, 0.242, 0.236, 0.251, 0.443]
}